No. 1
ORCA calculation (wB97M-V/def2-TZVPD) on a 5-piece molecular cluster, C28H54BrClNO13 overall.

Calculated values
Calculated total energy   -5166.3900 Ha
Highest occupied orbital energy (spin up / spin down)   -7.8 / -9.3 eV
Total charge   0
2S+1   2

Bonds (Å) are listed after each position.
Geometry (Å):
1 H -1.684 0.816 -0.497  C23 1.095
2 H 3.353 0.842 2.208  C27 1.088
3 H -0.865 -3.440 -1.587  C41 1.092
4 C 1.386 -4.715 -2.001  H33 1.093, H34 1.095, C50 1.533, H92 1.091
5 H -5.953 1.523 3.356  C79 1.088
6 Cl 0.225 -0.053 -2.434  C69 1.833
7 H 1.047 -4.714 -7.954  C24 1.089
8 C 2.397 1.292 6.923  C16 1.511, H38 1.089, H67 1.088, O83 1.443
9 H 2.695 -4.462 -5.381  C25 1.089
10 O -1.310 -3.515 -4.922  C30 1.332, C80 1.433
11 H 3.895 2.524 2.373  C27 1.089
12 C -0.817 3.237 2.894  H22 1.087, O36 1.436, H81 1.087, H82 1.085
13 H -1.125 7.206 1.808  C54 1.091
14 H 1.075 3.400 -2.087  C42 1.088
15 O 0.882 3.912 -0.065  C37 1.332, C42 1.431
16 C 3.317 2.316 7.546  C8 1.511, H28 1.091, H29 1.090, H55 1.089
17 Br -3.174 -2.345 -0.660  C31 1.960
18 H -0.776 -0.782 0.690  C61 1.097
19 H 2.033 -2.349 -3.498  C77 1.094
20 O 0.762 -3.939 -5.320  C25 1.443, C30 1.331
21 H 2.028 -2.613 2.416  C53 1.089
22 H -0.265 2.304 2.820  C12 1.087
23 C -2.456 0.382 -1.140  H1 1.095, C31 1.541, H49 1.090, C91 1.532
24 C 1.941 -4.420 -7.407  H7 1.089, C25 1.511, H32 1.090, H51 1.090
25 C 1.799 -4.732 -5.936  H9 1.089, O20 1.443, C24 1.511, H95 1.089
26 C -0.318 -3.449 1.244  H58 1.094, H70 1.094, C74 1.535, H90 1.086
27 C 3.024 1.872 2.333  H2 1.088, H11 1.089, H72 1.087, O94 1.430
28 H 3.576 2.003 8.559  C16 1.091
29 H 2.823 3.287 7.602  C16 1.090
30 C -0.481 -4.364 -5.528  O10 1.332, O20 1.331, O59 1.202
31 C -2.034 -1.036 -1.570  Br17 1.960, C23 1.541, H44 1.094, C69 1.551
32 H 2.791 -4.969 -7.814  C24 1.090
33 H 1.982 -5.234 -1.245  C4 1.093
34 H 0.401 -5.191 -2.048  C4 1.095
35 H 0.791 -0.398 -0.005  C61 1.093
36 O -2.083 3.008 3.531  C12 1.436, C47 1.327
37 C 0.806 5.233 -0.218  O15 1.332, O52 1.332, O88 1.202
38 H 2.887 0.325 6.819  C8 1.089
39 H -5.521 -0.806 2.590  C96 1.091
40 H 0.705 2.104 -0.914  C42 1.082
41 C -0.134 -2.722 -1.964  H3 1.092, C50 1.543, C69 1.528, H87 1.095
42 C 0.505 3.128 -1.201  H14 1.088, O15 1.431, H40 1.082, H71 1.090
43 C 2.791 1.548 4.628  O45 1.202, O83 1.330, O94 1.333
44 H -2.269 -1.203 -2.624  C31 1.094
45 O 3.880 1.043 4.702  C43 1.202
46 O -4.038 2.090 3.495  C47 1.332, C79 1.441
47 C -2.904 2.251 2.816  O36 1.327, O46 1.332, O86 1.207
48 H -5.095 1.543 1.804  C79 1.089
49 H -3.349 0.306 -0.519  C23 1.090
50 C 1.293 -3.223 -1.661  C4 1.533, C41 1.543, N76 1.499, C77 1.535
51 H 2.119 -3.354 -7.555  C24 1.090
52 O 0.989 5.787 0.979  C37 1.332, C63 1.443
53 C 1.447 -1.839 1.917  H21 1.089, H68 1.091, C74 1.522, H93 1.096
54 C -0.561 7.677 1.002  H13 1.091, C63 1.511, H65 1.091, H78 1.088
55 H 4.235 2.412 6.970  C16 1.089
56 H 2.548 -1.463 -2.050  C77 1.091
57 H -3.789 -0.465 2.481  C96 1.089
58 H -1.056 -2.996 1.914  C26 1.094
59 O -0.810 -5.341 -6.147  C30 1.202
60 H 1.360 7.482 1.975  C63 1.088
61 C 0.014 -1.166 0.032  H18 1.097, H35 1.093, C69 1.537, C74 1.546
62 H -2.918 -4.834 -4.755  C80 1.088
63 C 0.881 7.224 1.034  O52 1.443, C54 1.511, H60 1.088, H84 1.089
64 H -3.451 2.099 -2.000  C91 1.093
65 H -0.605 8.758 1.140  C54 1.091
66 O 2.840 -3.057 0.086  N76 1.271
67 H 1.483 1.171 7.500  C8 1.088
68 H 2.110 -1.036 1.594  C53 1.091
69 C -0.528 -1.360 -1.392  Cl6 1.833, C31 1.551, C41 1.528, C61 1.537
70 H 0.252 -4.200 1.799  C26 1.094
71 H -0.560 3.254 -1.398  C42 1.090
72 H 2.376 2.173 1.514  C27 1.087
73 H -4.599 -0.468 4.062  C96 1.090
74 C 0.661 -2.384 0.733  C26 1.535, C53 1.522, C61 1.546, N76 1.491
75 H -3.021 -3.673 -6.099  C80 1.088
76 N 1.604 -3.060 -0.204  C50 1.499, O66 1.271, C74 1.491
77 C 2.357 -2.457 -2.458  H19 1.094, C50 1.535, H56 1.091, H89 1.092
78 H -1.024 7.431 0.048  C54 1.088
79 C -5.025 1.259 2.853  H5 1.088, O46 1.441, H48 1.089, C96 1.512
80 C -2.704 -3.814 -5.067  O10 1.433, H62 1.088, H75 1.088, H98 1.087
81 H -0.965 3.659 1.903  C12 1.087
82 H -0.278 3.936 3.525  C12 1.085
83 O 1.928 1.716 5.626  C8 1.443, C43 1.330
84 H 1.455 7.650 0.212  C63 1.089
85 H -1.853 1.815 -2.704  C91 1.092
86 O -2.674 1.803 1.718  C47 1.207
87 H -0.242 -2.722 -3.053  C41 1.095
88 O 0.588 5.813 -1.249  C37 1.202
89 H 3.294 -3.016 -2.432  C77 1.092
90 H -0.854 -3.958 0.449  C26 1.086
91 C -2.747 1.324 -2.313  C23 1.532, H64 1.093, H85 1.092, H97 1.096
92 H 1.869 -4.870 -2.968  C4 1.091
93 H 0.727 -1.424 2.632  C53 1.096
94 O 2.225 2.006 3.511  C27 1.430, C43 1.333
95 H 1.579 -5.786 -5.769  C25 1.089
96 C -4.707 -0.211 3.008  H39 1.091, H57 1.089, H73 1.090, C79 1.512
97 H -3.206 0.779 -3.145  C91 1.096
98 H -3.200 -3.101 -4.415  C80 1.087



No. 2
ORCA calculation (wB97M-V/def2-TZVPD) on a 11-piece molecular cluster, C28H54N4O7S overall.

Calculated values
Calculated total energy   -2243.0817 Ha
Highest occupied orbital energy   -9.0 eV
Total charge   0

Bonds (Å) are listed after each position.
Geometry (Å):
1 H 1.572 -1.150 0.649  C63 1.092
2 C 1.854 0.058 5.701  H12 1.097, C57 1.507, H79 1.091, H82 1.090
3 H -0.280 3.184 -6.215  C80 1.093
4 H 1.992 3.132 1.085  C42 1.091
5 H 0.910 3.661 -5.039  C80 1.089
6 H -2.670 2.996 -5.344  C67 1.090
7 H -4.255 1.163 -1.031  C86 1.092
8 H 0.072 -1.742 -0.107  C63 1.087
9 C 1.332 4.628 2.521  C42 1.501, C43 1.510, O93 1.212
10 H -3.163 4.768 0.309  C89 1.090
11 H 1.078 1.295 0.192  C64 1.088
12 H 2.745 0.590 5.349  C2 1.097
13 H -0.213 4.268 3.882  C43 1.089
14 H -5.626 1.320 -0.070  C86 1.096
15 C -4.501 3.115 -0.043  O45 1.207, C86 1.487, C89 1.499
16 H -0.327 0.853 -0.740  C64 1.092
17 H 5.609 -0.875 -3.812  C23 1.091
18 C 0.111 -4.357 -1.632  C21 1.451, N36 1.149
19 H 2.218 2.636 -1.797  C20 1.090
20 C 2.639 3.614 -2.030  H19 1.090, H46 1.088, C60 1.456, H62 1.087
21 C -0.910 -5.375 -1.458  C18 1.451, H27 1.088, H50 1.091, H56 1.086
22 O -3.503 -0.700 -1.974  C49 1.206
23 C 4.534 -0.987 -3.965  H17 1.091, H59 1.088, H72 1.091, C75 1.511
24 H -0.716 4.095 2.202  C43 1.096
25 H -4.991 -1.267 -3.990  C83 1.086
26 H -2.548 3.572 -0.854  C89 1.090
27 H -1.460 -5.155 -0.546  C21 1.088
28 H -3.784 -5.341 2.697  C55 1.092
29 H 2.898 -1.739 -1.587  C51 1.085
30 C 2.069 -4.021 3.149  C33 1.459, N92 1.142
31 H -2.501 1.470 -4.526  C67 1.090
32 S -0.370 -0.004 1.530  C63 1.786, C64 1.806, O69 1.498
33 C 1.043 -4.427 4.105  C30 1.459, H44 1.091, H47 1.090, H73 1.085
34 C 1.917 -1.100 8.013  H53 1.089, C57 1.511, H70 1.090, H85 1.094
35 H -3.547 -4.076 3.944  C55 1.082
36 N 0.901 -3.533 -1.754  C18 1.149
37 C -2.368 -3.919 2.203  C55 1.458, N66 1.142
38 H 0.245 2.791 2.967  C43 1.091
39 O 3.906 -3.270 -3.974  C75 1.205
40 H -2.600 3.222 0.889  C89 1.097
41 H -1.049 -0.769 -2.486  C52 1.086
42 C 2.054 4.205 1.275  H4 1.091, C9 1.501, H68 1.091, H76 1.091
43 C 0.087 3.870 2.913  C9 1.510, H13 1.089, H24 1.096, H38 1.091
44 H 0.177 -4.796 3.554  C33 1.091
45 O -5.490 3.803 -0.111  C15 1.207
46 H 1.831 4.321 -1.856  C20 1.088
47 H 1.384 -5.308 4.649  C33 1.090
48 H 3.850 -3.237 -1.421  C51 1.090
49 C -3.085 -1.149 -3.012  O22 1.206, C52 1.493, C83 1.506
50 H -1.593 -5.338 -2.307  C21 1.091
51 C 3.836 -2.228 -1.832  H29 1.085, H48 1.090, H61 1.097, C75 1.506
52 C -1.624 -1.162 -3.320  H41 1.086, C49 1.493, H71 1.090, H90 1.098
53 H 1.799 -2.108 8.406  C34 1.089
54 H -4.093 1.061 0.699  C86 1.092
55 C -3.059 -4.710 3.215  H28 1.092, H35 1.082, C37 1.458, H84 1.089
56 H -0.477 -6.371 -1.420  C21 1.086
57 C 2.269 -1.120 6.544  C2 1.507, C34 1.511, O78 1.213
58 H -4.112 -2.797 -3.882  C83 1.098
59 H 4.334 -1.022 -5.034  C23 1.088
60 C 3.062 3.626 -3.423  C20 1.456, N91 1.142
61 H 4.674 -1.734 -1.326  C51 1.097
62 H 3.480 3.850 -1.385  C20 1.087
63 C 0.518 -1.379 0.815  H1 1.092, H8 1.087, S32 1.786, H94 1.086
64 C -0.006 1.208 0.242  H11 1.088, H16 1.092, S32 1.806, H74 1.083
65 C -0.860 2.856 -4.173  C67 1.501, C80 1.507, O87 1.211
66 N -1.827 -3.306 1.406  C37 1.142
67 C -2.305 2.538 -4.424  H6 1.090, H31 1.090, C65 1.501, H88 1.092
68 H 1.682 4.705 0.380  C42 1.091
69 O 0.422 0.498 2.698  S32 1.498
70 H 2.652 -0.567 8.616  C34 1.090
71 H -1.333 -0.645 -4.234  C52 1.090
72 H 4.014 -0.131 -3.534  C23 1.091
73 H 0.840 -3.584 4.757  C33 1.085
74 H -0.547 2.097 0.543  C64 1.083
75 C 4.076 -2.273 -3.318  C23 1.511, O39 1.205, C51 1.506
76 H 3.116 4.444 1.348  C42 1.091
77 H -3.597 -1.654 -5.067  C83 1.090
78 O 2.821 -2.068 6.028  C57 1.213
79 H 1.363 -0.215 4.766  C2 1.091
80 C -0.161 3.661 -5.239  H3 1.093, H5 1.089, C65 1.507, H81 1.089
81 H -0.546 4.678 -5.277  C80 1.089
82 H 1.252 0.786 6.244  C2 1.090
83 C -4.005 -1.719 -4.059  H25 1.086, C49 1.506, H58 1.098, H77 1.090
84 H -2.346 -5.397 3.669  C55 1.089
85 H 0.956 -0.593 8.135  C34 1.094
86 C -4.575 1.630 -0.098  H7 1.092, H14 1.096, C15 1.487, H54 1.092
87 O -0.290 2.501 -3.166  C65 1.211
88 H -2.903 2.930 -3.599  C67 1.092
89 C -3.128 3.707 0.059  H10 1.090, C15 1.499, H26 1.090, H40 1.097
90 H -1.353 -2.214 -3.477  C52 1.098
91 N 3.406 3.620 -4.513  C60 1.142
92 N 2.848 -3.714 2.374  C30 1.142
93 O 1.781 5.510 3.221  C9 1.212
94 H 0.468 -2.188 1.538  C63 1.086